1.
Entry from the OMol25 dataset: a cluster of 8 separate species, C35H72N5O7 in total in a non-equilibrium geometry (ωB97M-V/def2-TZVPD).

Geometry (Å):
H -3.305 -2.760 -1.633
C 13.960 -2.691 -3.892
C 3.554 -0.215 -3.021
O 11.982 -2.583 -2.595
C -3.293 5.318 -3.597
C -8.524 -6.867 10.050
H 2.088 -0.102 -4.767
C -6.766 -2.730 6.343
H -5.500 -0.350 1.597
C -6.407 -1.593 5.412
C -8.442 -5.965 7.884
O -5.501 -0.740 6.126
O -3.049 3.940 -3.913
H -7.610 -5.026 10.779
H -7.748 -3.161 6.132
C -5.503 -1.129 7.507
H 3.264 -2.234 -2.549
C -2.867 0.514 3.108
H 0.999 1.994 -4.369
H 1.455 6.885 -4.741
N 3.507 -1.373 -2.008
C 0.998 6.503 -2.675
H -2.341 5.847 -3.494
N -1.271 -0.818 -3.754
H 0.550 2.946 -1.785
H -4.551 -1.629 7.714
H -5.338 4.740 -6.155
C -4.785 0.454 1.790
H 2.732 -1.214 -1.320
H -7.991 -6.087 6.895
C -4.151 5.878 -4.710
H -2.835 -0.234 3.907
C 2.044 0.089 -3.591
H 9.470 -1.459 -1.997
H 15.029 -2.905 -3.826
N -1.836 -3.113 -4.285
O 7.872 -1.111 -0.756
C 9.048 -1.868 -1.073
H 13.705 -3.436 -1.875
H 6.301 -2.219 -0.036
C 1.463 8.645 -3.518
C -1.986 -2.096 -3.374
C -3.923 3.557 -4.983
H 1.552 6.450 -1.732
C -3.740 1.690 3.491
H -5.575 -0.240 8.140
H 4.231 -0.600 -3.923
C 1.526 1.629 -3.371
H 1.335 -0.734 -3.155
H -3.315 3.443 -5.887
C -1.091 1.603 -2.622
C -8.625 -7.282 8.605
H -5.528 0.551 3.805
H -4.775 6.716 -4.387
H -6.018 -3.528 6.265
H -9.396 -5.439 7.770
C 7.203 -3.139 -1.776
H -7.585 -1.501 7.896
C 12.161 -1.322 -3.256
H -0.649 8.578 -3.990
H -5.777 4.507 -4.453
H -5.813 2.041 2.885
H 5.971 -1.354 -1.553
C -7.476 -5.776 9.994
H -1.587 -4.092 -4.021
H 6.573 -4.020 -1.624
O -3.472 -0.097 1.960
C 1.807 7.196 -3.750
H -1.842 0.813 2.869
H 8.589 -3.817 -0.289
H -7.801 -7.962 8.356
H -2.929 -0.268 -0.692
H 13.782 -0.606 -4.534
H -3.446 2.576 2.916
H 11.504 -1.309 -4.132
H -9.481 -6.448 10.384
H 0.700 5.490 -2.962
H -8.254 -7.683 10.725
C -4.939 4.667 -5.140
C 0.008 8.564 -3.113
C -1.650 0.063 -2.570
O -7.591 -5.155 8.707
H 4.063 0.731 -2.554
H -7.289 -1.000 5.150
H -9.566 -7.778 8.355
H -3.680 1.937 4.554
H -1.910 -2.908 -5.325
C -6.671 -2.073 7.696
C -5.104 1.226 3.051
H -3.516 6.221 -5.536
C 6.721 -1.930 -1.005
H 0.712 1.121 -1.185
C 8.608 -3.304 -1.258
O -0.171 7.304 -2.452
H -6.521 -2.777 8.517
N -2.526 -0.679 -1.585
H 9.261 -3.867 -1.930
H -1.803 2.319 -2.014
H 13.608 -3.001 -4.883
C 13.617 -1.242 -3.660
H 2.449 2.363 -3.222
H 7.226 -2.914 -2.849
H 9.785 -1.756 -0.273
H -1.104 1.927 -3.766
H -3.818 5.352 -2.636
H 14.214 -0.847 -2.830
H -6.466 -6.191 10.076
H 12.854 -4.397 -3.105
H -4.388 2.594 -4.752
H -4.759 1.115 0.916
H -5.934 -1.941 4.489
C 13.151 -3.384 -2.818
H 2.061 9.039 -2.688
N -2.727 -1.997 -2.059
H 11.866 -0.510 -2.586
H -0.287 9.377 -2.444
H 2.876 6.981 -3.684
H 1.628 9.280 -4.392
C 0.454 1.800 -2.106

Output
Total charge: +1
2S+1: 1
Highest occupied orbital energy (eV): -10.1

These are the Mulliken partial charges, in e, on atoms 1 to 99:
1. H 0.269
2. C -0.509
3. C -0.551
4. O -0.312
5. C -0.243
6. C -0.542
7. H 0.297
8. C -0.396
9. H 0.335
10. C -0.422
11. C -0.427
12. O -0.345
13. O -0.306
14. H 0.274
15. H 0.334
16. C -0.524
17. H 0.242
18. C -0.399
19. H 0.322
20. H 0.279
21. N -0.548
22. C 0.016
23. H 0.022
24. N -0.417
25. H 0.228
26. H 0.283
27. H 0.344
28. C -0.559
29. H 0.220
30. H 0.256
31. C -0.557
32. H 0.233
33. C -0.292
34. H -0.011
35. H 0.323
36. N -0.401
37. O -0.450
38. C -0.063
39. H 0.288
40. H 0.238
41. C -0.558
42. C 0.328
43. C -0.462
44. H 0.268
45. C -0.590
46. H 0.272
47. H 0.248
48. C -0.699
49. H 0.102
50. H 0.310
51. C -0.194
52. C -0.542
53. H -0.336
54. H 0.370
55. H 0.189
56. H 0.277
57. C -0.542
58. H 0.247
59. C -0.392
60. H 0.241
61. H 0.270
62. H 0.388
63. H -0.055
64. C -0.517
65. H 0.254
66. H 0.358
67. O -0.419
68. C -0.613
69. H 0.279
70. H 0.267
71. H 0.262
72. H 0.291
73. H 0.332
74. H 0.290
75. H 0.273
76. H 0.265
77. H -0.030
78. H 0.325
79. C -0.610
80. C -0.410
81. C 0.016
82. O -0.266
83. H 0.300
84. H 0.280
85. H 0.333
86. H 0.343
87. H 0.278
88. C -0.345
89. C 0.127
90. H 0.265
91. C -0.055
92. H 0.297
93. C -0.544
94. O -0.411
95. H 0.139
96. N 0.205
97. H 0.307
98. H 0.270
99. H 0.262

=====

2.
Entry from the OMol25 dataset: a cluster of 5 separate species, C35H75F13N7O10S in total in a non-equilibrium geometry (ωB97M-V/def2-TZVPD).

Geometry (Å):
F -4.509 4.512 0.990
H -1.126 -3.272 9.143
O 13.583 2.224 -4.153
H -1.716 -4.374 7.887
H -9.506 -2.905 -6.544
H 12.014 1.435 -5.300
H 1.045 -6.538 8.928
H 4.589 2.013 -1.597
C -7.770 0.619 1.782
H 7.666 5.089 -1.024
H 13.328 4.731 -3.266
H -0.034 -2.540 0.241
H 0.074 -2.925 6.206
N 11.414 4.464 -3.985
C 10.605 4.440 -5.205
C -11.896 0.258 -4.362
H -0.486 -4.873 6.117
H -11.946 -3.502 -3.316
C -10.557 -2.676 -6.344
C -2.102 -2.921 1.065
H -12.892 0.710 -4.322
N -1.011 1.669 1.118
N -10.574 -1.431 -5.574
H -11.137 -4.727 -6.420
C 13.543 3.410 -4.939
F -6.367 2.525 -0.007
C -1.133 -4.311 8.810
H -2.714 -0.387 0.131
C -6.128 2.743 1.364
C 0.325 -6.092 8.235
H 7.249 2.209 1.228
C 7.435 1.964 0.176
H 8.568 1.448 -2.966
C 8.665 2.518 -3.157
H -10.269 -2.902 -3.108
H 8.908 4.172 -0.185
H -10.149 -1.607 -4.669
H 11.253 3.605 -3.468
H 6.167 3.279 -0.716
H -1.598 -4.923 9.589
C 9.158 4.061 -4.892
H -10.716 -4.498 -2.519
C -2.310 1.791 1.855
H 1.105 -1.635 5.600
O -10.488 -4.378 -4.543
C -4.593 3.215 1.628
H -12.311 -0.527 -6.323
H -0.446 -5.456 3.820
H 13.031 5.505 -4.815
H 0.574 -0.663 2.059
H -10.366 1.322 -2.511
F -6.650 -1.686 2.134
C -0.800 0.296 0.592
H 4.163 5.001 1.791
H -2.096 2.474 2.753
H -3.914 -2.008 1.416
H 7.695 2.989 -2.991
H 10.995 3.707 -5.921
F -8.793 -1.565 1.202
C 6.535 0.786 -0.195
C 4.317 1.163 -0.961
C 7.826 4.343 -0.238
N -3.107 -2.283 2.007
O 0.951 -3.245 4.358
C 0.408 -5.660 4.474
H 4.661 3.987 0.444
H -11.030 -2.501 -7.316
O 5.187 1.076 0.165
C -0.613 -2.338 1.210
H -0.091 -2.980 2.018
F -8.745 1.343 1.035
H 1.859 -3.104 6.243
F -8.489 0.155 2.935
C -6.599 1.549 2.337
H 8.727 4.727 -4.136
N 7.169 3.116 -0.687
H 13.136 3.210 -5.936
O 0.965 -0.581 -1.044
C 12.449 1.382 -4.298
H -2.175 -4.063 1.105
H -12.597 -1.660 -4.984
F -5.503 0.831 2.914
H 7.488 4.272 1.939
H 10.627 5.429 -5.673
H 2.363 -4.705 4.831
F -6.920 3.896 1.717
O 9.087 2.689 -4.505
C 12.849 4.590 -4.241
C 1.459 -4.567 4.227
F -8.028 -0.245 -0.559
H -1.544 -0.864 -0.989
C -11.192 -3.913 -5.689
H 4.344 0.236 -1.543
C -0.520 -0.821 1.715
C -11.918 -0.891 -5.369
F -6.970 -2.265 -0.079
C -10.383 0.229 -2.534
H 1.779 -4.658 3.184
F -7.174 2.222 3.475
H -3.474 -3.024 2.625
H -0.623 -6.629 8.351
H -11.190 1.039 -4.664
F -5.825 -0.293 0.313
H -0.219 1.971 1.708
O 1.310 1.549 -0.283
H 8.484 1.667 0.069
H 7.975 5.822 1.292
C -10.888 -3.776 -3.321
H 9.404 2.928 -2.464
F -4.375 3.452 3.008
C 5.014 4.475 1.354
O 0.209 -4.712 8.589
C 0.563 0.371 -0.300
H 8.561 4.166 -5.804
C 0.867 -6.222 6.812
H -2.651 0.785 2.321
H 6.840 -0.088 0.390
H 11.697 1.625 -3.546
H 14.589 3.697 -5.094
H -3.017 2.911 0.070
H -10.281 -0.142 -1.513
H -12.256 -3.777 -5.471
H 5.364 3.730 2.073
H -2.462 -2.627 0.005
H 1.124 -7.268 6.618
H 0.816 -6.628 4.164
H -3.945 1.370 0.387
C 1.007 -2.720 5.675
O -11.616 -0.245 -3.054
C -3.508 2.292 0.913
C 7.345 4.949 1.089
H 1.781 -5.621 6.745
N -1.871 -0.091 -0.394
N -0.126 -5.779 5.832
S -7.282 -0.898 0.817
O 6.012 5.441 1.043
H 12.769 0.353 -4.117
H 3.298 1.315 -0.596
H 6.634 0.527 -1.255
H -9.542 -0.147 -3.124
H -1.155 -0.712 2.663

Output
Total charge: -1
2S+1: 1
Highest occupied orbital energy (eV): -4.5

These are the Mulliken partial charges, in e, on atoms 1 to 99:
1. F -0.358
2. H 0.244
3. O -0.418
4. H 0.316
5. H 0.372
6. H 0.274
7. H 0.385
8. H 0.218
9. C 0.674
10. H 0.313
11. H 0.373
12. H 0.241
13. H 0.226
14. N -0.277
15. C -0.250
16. C -0.797
17. H 0.101
18. H 0.278
19. C -0.686
20. C -0.553
21. H 0.395
22. N -0.288
23. N -0.325
24. H 0.339
25. C -0.487
26. F -0.251
27. C -0.740
28. H -0.149
29. C 0.549
30. C -0.780
31. H 0.327
32. C -0.547
33. H 0.145
34. C -0.727
35. H 0.163
36. H 0.417
37. H 0.072
38. H 0.025
39. H 0.075
40. H 0.343
41. C -0.689
42. H 0.279
43. C -0.293
44. H 0.292
45. O -0.412
46. C 0.871
47. H 0.388
48. H 0.364
49. H 0.390
50. H 0.314
51. H 0.395
52. F -0.344
53. C 1.177
54. H 0.273
55. H 0.369
56. H -0.077
57. H 0.566
58. H 0.183
59. F -0.385
60. C -0.817
61. C -0.373
62. C -0.682
63. N -0.385
64. O -0.294
65. C -0.673
66. H 0.247
67. H 0.392
68. O -0.343
69. C 0.207
70. H -0.493
71. F -0.219
72. H 0.329
73. F -0.269
74. C 0.642
75. H 0.279
76. N 0.046
77. H 0.349
78. O -0.740
79. C -0.505
80. H 0.391
81. H 0.189
82. F -0.236
83. H 0.406
84. H 0.393
85. H 0.438
86. F -0.326
87. O -0.397
88. C -0.690
89. C -0.684
90. F -0.272
91. H 0.460
92. C -0.474
93. H 0.367
94. C -0.580
95. C -0.211
96. F -0.311
97. C -0.720
98. H 0.381
99. F -0.302